(1)
102
Properties=species:S:1:pos:R:3:mulliken_charge:R:1 method="wB97M-V/def2-TZVPD" homo_lumo_gap_ev=4.43 charge=+1 e_homo_ev=-9.29 max_force_ev_per_a=9.1
C 4.609 -3.633 -3.144 -0.82
C 4.023 -2.166 -3.648 0.62
C 4.455 -1.626 -5.139 -0.95
N 3.213 -1.486 -2.766 -0.72
N 1.887 -1.455 -3.222 0.33
C 1.429 -0.313 -3.881 0.12
N 2.207 0.976 -4.214 -0.38
C 1.779 1.180 -5.675 -0.55
C 0.119 1.058 -5.526 -0.37
C -0.566 0.825 -6.996 0.69
F -1.229 -0.486 -7.184 -0.23
F -1.616 1.883 -7.220 -0.25
F 0.476 0.915 -8.086 -0.27
N 0.058 -0.021 -4.469 0.22
C -1.076 0.085 -3.438 -0.71
C -2.252 -0.957 -3.903 -0.43
C -3.772 -0.364 -3.908 0.70
F -4.336 -0.650 -2.535 -0.25
F -3.843 1.143 -4.020 -0.32
C -4.778 -0.934 -5.051 0.49
F -4.629 -0.095 -6.273 -0.26
F -6.181 -0.675 -4.555 -0.27
C -4.620 -2.490 -5.490 0.47
F -3.463 -2.759 -6.429 -0.23
F -5.836 -2.803 -6.333 -0.27
C -4.691 -3.588 -4.253 0.65
F -5.630 -3.206 -3.163 -0.19
F -3.349 -4.033 -3.770 -0.21
F -5.303 -4.823 -4.876 -0.25
H 3.694 -4.209 -2.652 0.27
H 5.425 -3.467 -2.291 0.29
H 5.017 -4.268 -4.050 0.34
H 3.575 -1.815 -5.894 0.23
H 5.399 -2.212 -5.520 0.37
H 4.700 -0.480 -5.174 0.27
H 1.204 -2.256 -3.076 0.29
H 3.217 0.762 -4.191 0.37
H 2.151 2.202 -6.131 0.36
H 2.194 0.201 -6.213 0.26
H -0.182 2.052 -4.987 0.42
H -1.418 1.182 -3.235 0.42
H -0.605 -0.309 -2.417 0.38
H -2.240 -1.833 -3.093 0.04
H -1.893 -1.450 -4.903 0.35
O -0.839 -1.916 1.174 -0.77
P -2.252 -1.660 1.753 0.83
N -1.613 -1.604 3.340 0.07
C -2.100 -2.255 4.543 -0.85
C -0.796 -0.432 3.654 -1.07
N -2.770 -3.273 1.421 0.34
C -3.227 -4.238 2.408 -1.20
C -2.083 -4.002 0.349 -0.76
N -3.877 -1.365 2.419 -0.12
C -4.910 -1.429 1.353 -1.12
C -4.067 -0.033 3.030 -1.09
H -3.108 -1.949 4.828 0.34
H -1.458 -2.054 5.411 0.38
H -2.076 -3.340 4.452 0.20
H -1.406 0.468 3.770 0.23
H -0.071 -0.233 2.856 0.29
H -0.207 -0.560 4.569 0.43
H -2.390 -4.731 2.909 0.33
H -3.829 -5.021 1.931 0.39
H -3.891 -3.796 3.156 0.37
H -1.112 -4.385 0.681 0.27
H -1.929 -3.359 -0.525 -0.01
H -2.678 -4.853 -0.007 0.35
H -4.722 -0.675 0.579 0.40
H -5.912 -1.267 1.767 0.41
H -4.952 -2.405 0.862 0.30
H -3.737 0.764 2.355 0.38
H -3.533 0.071 3.974 0.32
H -5.119 0.143 3.287 0.37
O 5.161 3.780 3.187 -0.76
P 3.748 4.036 3.767 0.80
N 4.387 4.092 5.354 0.03
C 3.900 3.441 6.557 -0.74
C 5.204 5.263 5.668 -0.98
N 3.230 2.423 3.435 0.25
C 2.773 1.458 4.421 -1.11
C 3.917 1.693 2.363 -0.98
N 2.123 4.330 4.432 -0.10
C 1.090 4.267 3.366 -1.08
C 1.933 5.663 5.043 -1.09
H 2.892 3.747 6.842 0.30
H 4.542 3.642 7.425 0.37
H 3.924 2.356 6.466 0.17
H 4.594 6.163 5.783 0.29
H 5.929 5.463 4.869 0.27
H 5.793 5.135 6.583 0.37
H 3.610 0.964 4.922 0.27
H 2.171 0.675 3.945 0.33
H 2.109 1.899 5.169 0.36
H 4.888 1.311 2.695 0.31
H 4.071 2.337 1.488 0.29
H 3.322 0.843 2.007 0.28
H 1.278 5.021 2.593 0.36
H 0.088 4.428 3.781 0.40
H 1.048 3.291 2.876 0.31
H 2.263 6.460 4.369 0.38
H 2.467 5.767 5.988 0.32
H 0.881 5.839 5.301 0.37

(2)
88
Properties=species:S:1:pos:R:3:mulliken_charge:R:1 method="wB97M-V/def2-TZVPD" homo_lumo_gap_ev=2.79 relative_energy_kcal_mol=9.2 charge=-1 e_homo_ev=-1.09 max_force_ev_per_a=1.7
C 1.207 5.363 -0.580 -1.13
C 1.111 6.668 -1.372 1.04
F -0.110 6.690 -2.097 -0.37
C 2.288 6.843 -2.288 -0.95
C 2.029 8.021 -3.230 -0.29
C 3.286 8.848 -3.626 -0.57
N 4.596 8.294 -3.259 -0.79
H 1.131 5.528 0.499 0.40
H 2.171 4.913 -0.778 0.44
H 0.456 4.643 -0.903 0.07
H 1.094 7.495 -0.634 -0.01
H 3.120 7.066 -1.609 -0.25
H 1.273 8.733 -2.844 0.21
H 1.607 7.628 -4.156 0.14
H 3.307 9.015 -4.702 0.31
H 3.220 9.828 -3.155 0.30
H 4.678 8.346 -2.253 0.32
H 4.613 7.311 -3.499 0.35
O 2.557 2.604 -0.723 -0.53
C 2.211 1.891 -1.622 0.67
O 2.225 2.384 -2.875 -0.35
C 1.987 1.594 -4.032 -0.45
C 0.508 1.470 -4.338 -0.91
C 1.660 0.504 -1.372 -1.02
H 2.471 0.618 -3.945 0.38
H 2.489 2.125 -4.839 0.37
H -0.024 0.953 -3.539 0.17
H 0.355 0.917 -5.266 0.38
H 0.069 2.462 -4.440 0.30
H 0.602 0.620 -1.139 0.17
H 2.164 0.075 -0.510 0.38
H 1.767 -0.202 -2.192 0.33
O 0.919 -3.110 -0.674 -0.64
C 0.056 -2.879 0.134 0.84
O -1.007 -2.176 -0.291 -0.45
C -2.146 -1.872 0.523 0.27
C -1.897 -0.602 1.310 -1.03
C 0.189 -3.244 1.590 -0.41
H -2.429 -2.713 1.149 -0.05
H -2.965 -1.718 -0.180 0.38
H -1.070 -0.724 2.010 0.21
H -2.784 -0.317 1.876 0.44
H -1.634 0.219 0.642 0.17
H 0.755 -2.459 2.094 0.29
H 0.734 -4.178 1.652 -0.13
H -0.761 -3.388 2.100 0.26
O -3.206 2.955 3.841 -0.60
C -2.946 3.683 2.920 0.78
O -2.559 3.141 1.754 -0.39
C -2.406 3.897 0.542 -0.90
C -1.040 4.544 0.436 -0.59
C -2.965 5.188 3.067 -0.97
H -3.217 4.620 0.437 0.36
H -2.529 3.167 -0.256 0.39
H -0.878 5.273 1.231 0.19
H -0.928 5.052 -0.521 0.35
H -0.257 3.791 0.520 0.38
H -2.008 5.509 3.475 0.24
H -3.752 5.448 3.770 0.32
H -3.155 5.725 2.141 0.33
O -3.341 -4.457 1.929 -0.59
C -3.873 -5.238 1.187 0.86
O -3.691 -5.081 -0.137 -0.33
C -4.115 -6.039 -1.108 -0.44
C -5.561 -5.840 -1.509 -1.01
C -4.793 -6.323 1.696 -1.25
H -3.919 -7.054 -0.758 0.36
H -3.464 -5.873 -1.964 0.35
H -6.237 -5.988 -0.666 0.28
H -5.836 -6.541 -2.297 0.38
H -5.711 -4.825 -1.875 0.30
H -5.790 -5.901 1.824 0.29
H -4.422 -6.649 2.663 0.33
H -4.853 -7.196 1.051 0.37
O 1.125 -6.136 2.125 -0.62
C 2.174 -6.641 2.419 0.75
O 2.308 -7.182 3.649 -0.35
C 3.448 -7.952 4.036 -0.43
C 4.582 -7.080 4.533 -0.96
C 3.358 -6.600 1.482 -1.01
H 3.762 -8.612 3.226 0.37
H 3.091 -8.592 4.841 0.31
H 4.952 -6.418 3.750 0.28
H 5.411 -7.696 4.882 0.35
H 4.239 -6.453 5.356 0.30
H 3.872 -5.648 1.613 0.26
H 2.982 -6.654 0.464 0.33
H 4.067 -7.413 1.620 0.37

(3)
87
Properties=species:S:1:pos:R:3:mulliken_charge:R:1 method="wB97M-V/def2-TZVPD" homo_lumo_gap_ev=7.03 relative_energy_kcal_mol=130.3 e_homo_ev=-8.28 max_force_ev_per_a=7.3
C 2.023 1.509 1.699 -0.81
N 0.679 1.934 1.140 0.04
C 0.706 3.350 0.600 -0.82
B 0.114 0.936 0.145 0.27
O 0.989 0.007 -0.645 -0.51
C -1.549 0.884 -0.006 0.11
C -2.245 -0.255 -0.937 -0.23
N -3.716 -0.449 -1.174 -0.53
C -4.466 0.574 -0.369 0.50
C -6.131 0.504 -0.447 -0.43
C -7.117 1.550 0.386 -0.35
C -6.451 2.739 1.336 -0.42
C -4.811 2.804 1.387 -0.30
C -3.824 1.739 0.565 0.24
N -2.343 1.918 0.741 -0.17
H 2.783 1.111 0.898 0.19
H 2.484 2.476 2.226 0.36
H 1.862 0.735 2.591 0.25
H 1.785 3.795 0.471 0.36
H 0.083 3.468 -0.392 0.29
H 0.167 4.025 1.423 0.19
H 0.913 0.230 -1.622 0.30
H -1.512 -1.023 -1.482 0.29
H -6.695 -0.299 -1.117 0.28
H -8.288 1.504 0.348 0.29
H -7.088 3.511 1.967 0.31
H -4.277 3.631 2.053 0.29
C 3.099 -1.087 -4.399 -1.16
C 4.342 -0.712 -3.608 0.30
C 5.158 -1.942 -3.244 -1.12
O 3.956 -0.032 -2.416 -0.54
H 2.444 -1.741 -3.814 0.27
H 2.515 -0.193 -4.644 0.32
H 3.363 -1.598 -5.330 0.27
H 4.958 -0.022 -4.195 0.37
H 4.576 -2.628 -2.618 0.29
H 6.043 -1.659 -2.664 0.18
H 5.484 -2.479 -4.140 0.41
H 3.409 -0.637 -1.889 0.31
C 1.083 -2.998 -7.025 -1.06
C 0.019 -2.287 -6.205 0.59
C -1.379 -2.703 -6.632 -1.45
O 0.163 -0.878 -6.367 -0.55
H 0.989 -2.752 -8.089 0.33
H 2.085 -2.680 -6.716 0.19
H 1.010 -4.084 -6.910 0.36
H 0.162 -2.511 -5.143 0.22
H -1.562 -2.446 -7.681 0.36
H -2.135 -2.173 -6.042 0.35
H -1.527 -3.780 -6.505 0.37
H 0.037 -0.669 -7.307 0.36
C -4.576 5.488 6.764 -1.40
C -4.727 4.473 5.642 0.64
C -3.386 4.145 5.007 -1.06
O -5.605 4.996 4.648 -0.55
H -4.164 6.430 6.388 0.35
H -5.552 5.723 7.204 0.35
H -3.919 5.109 7.553 0.36
H -5.183 3.557 6.032 0.15
H -2.931 5.041 4.568 0.42
H -3.511 3.424 4.193 0.03
H -2.692 3.726 5.743 0.37
H -5.208 5.810 4.295 0.36
C -4.701 -0.218 5.336 -1.23
C -3.458 0.156 6.128 0.60
C -2.642 -1.074 6.491 -1.43
O -3.844 0.837 7.319 -0.55
H -5.356 -0.873 5.922 0.36
H -5.285 0.676 5.092 0.26
H -4.437 -0.729 4.405 0.36
H -2.842 0.846 5.541 0.22
H -3.224 -1.759 7.118 0.36
H -1.757 -0.790 7.071 0.34
H -2.316 -1.611 5.595 0.36
H -4.391 0.231 7.846 0.35
C 9.361 -3.950 -3.519 -1.35
C 8.237 -3.897 -2.497 0.64
C 8.575 -4.713 -1.259 -1.39
O 7.040 -4.402 -3.083 -0.51
H 9.538 -4.978 -3.855 0.34
H 9.099 -3.368 -4.409 0.32
H 10.292 -3.553 -3.103 0.37
H 8.048 -2.857 -2.211 0.24
H 8.724 -5.769 -1.514 0.35
H 7.752 -4.676 -0.537 0.34
H 9.482 -4.339 -0.775 0.37
H 7.199 -5.326 -3.340 0.31

(4)
103
Properties=species:S:1:pos:R:3:lowdin_spin:R:1 method="wB97M-V/def2-TZVPD" homo_lumo_gap_ev="7.84 / 8.42" relative_energy_kcal_mol=31.1 spin_multiplicity=5 charge=+1 e_homo_ev="-12.25 / -12.47" max_force_ev_per_a=3.5
Cr 2.839 1.083 1.658 3.91
C -0.466 -0.409 -0.889 -0.01
C -0.098 0.542 0.234 0.00
C -1.055 0.456 1.459 0.00
O 1.250 0.516 0.590 0.00
H -0.385 -1.434 -0.533 0.00
H -0.023 -0.165 -1.851 0.00
H -1.521 -0.177 -1.072 0.00
H -0.293 1.545 -0.175 0.00
H -1.120 -0.522 1.934 0.00
H -2.042 0.825 1.179 0.00
H -0.637 1.199 2.143 0.00
C 0.313 8.601 -2.953 0.00
O -0.551 7.508 -2.581 0.00
C -0.162 6.775 -1.540 0.00
O 0.760 7.047 -0.818 0.00
O -0.970 5.738 -1.446 0.00
C -0.872 4.868 -0.345 0.00
H -0.144 8.911 -3.889 0.00
H 1.273 8.131 -3.169 0.00
H 0.467 9.456 -2.300 0.00
H -1.848 4.565 0.022 0.00
H -0.208 5.295 0.408 0.00
H -0.372 3.940 -0.644 0.00
C 1.138 -2.447 3.196 0.00
O 1.674 -1.904 4.410 0.00
C 2.164 -0.690 4.452 0.01
O 2.351 0.009 3.462 0.03
O 2.394 -0.343 5.687 0.00
C 3.027 0.918 5.918 0.00
H 0.448 -1.815 2.651 0.00
H 0.776 -3.439 3.447 0.00
H 2.024 -2.691 2.595 0.00
H 3.074 1.049 6.994 0.00
H 2.433 1.739 5.516 0.00
H 4.027 0.956 5.489 0.00
C -4.626 1.765 -0.199 0.00
O -3.960 0.857 -1.052 0.00
C -4.485 0.435 -2.187 0.00
O -5.385 0.954 -2.778 0.00
O -3.730 -0.580 -2.645 0.00
C -3.904 -1.052 -3.966 0.00
H -5.573 2.036 -0.664 0.00
H -4.022 2.658 -0.032 0.00
H -4.804 1.384 0.807 0.00
H -4.605 -1.889 -3.912 0.00
H -2.949 -1.349 -4.394 0.00
H -4.374 -0.328 -4.635 0.00
C 1.179 -5.873 0.481 0.00
O 0.421 -4.735 0.907 0.00
C -0.733 -4.530 0.259 0.00
O -1.075 -5.157 -0.701 0.00
O -1.347 -3.503 0.817 0.00
C -2.429 -2.929 0.073 0.00
H 1.849 -5.642 -0.346 0.00
H 0.522 -6.721 0.309 0.00
H 1.796 -6.074 1.359 0.00
H -1.986 -2.664 -0.886 0.00
H -2.701 -1.956 0.473 0.00
H -3.243 -3.644 0.003 0.00
C 5.354 -3.721 2.197 0.00
O 5.202 -2.300 2.083 0.00
C 4.461 -1.743 1.165 0.01
O 4.245 -0.545 1.140 0.03
O 3.808 -2.625 0.420 0.00
C 2.681 -2.197 -0.389 0.00
H 4.489 -4.316 1.911 0.00
H 5.566 -3.977 3.230 0.00
H 6.154 -4.053 1.539 0.00
H 2.564 -3.006 -1.101 0.00
H 2.904 -1.188 -0.729 0.00
H 1.790 -2.129 0.235 0.00
C -3.630 2.680 3.948 0.00
O -3.384 2.236 5.272 0.00
C -2.152 2.273 5.796 0.00
O -1.793 1.560 6.681 0.00
O -1.454 3.284 5.258 0.00
C -0.042 3.320 5.453 0.00
H -3.032 2.071 3.255 0.00
H -3.277 3.684 3.717 0.00
H -4.671 2.479 3.726 0.00
H 0.352 2.859 6.359 0.00
H 0.151 4.376 5.647 0.00
H 0.434 2.954 4.546 0.00
C -0.323 -3.099 -3.202 0.00
O -0.341 -3.011 -4.624 0.00
C 0.741 -2.598 -5.293 0.00
O 1.839 -2.538 -4.817 0.00
O 0.451 -2.299 -6.545 0.00
C -0.864 -2.362 -7.093 0.00
H 0.102 -2.181 -2.802 0.00
H 0.128 -4.043 -2.909 0.00
H -1.359 -3.111 -2.866 0.00
H -1.419 -1.438 -6.920 0.00
H -1.399 -3.196 -6.648 0.00
H -0.801 -2.446 -8.174 0.00
C 1.997 0.185 -3.261 0.00
N 2.921 0.821 -4.238 0.00
O 3.549 1.803 -3.874 0.00
O 3.172 0.221 -5.260 0.00
H 1.995 0.862 -2.412 0.00
H 2.379 -0.802 -3.024 0.00
H 1.014 0.159 -3.726 0.00

(5)
97
Properties=species:S:1:pos:R:3:mulliken_charge:R:1 method="wB97M-V/def2-TZVPD" homo_lumo_gap_ev=5.81 e_homo_ev=-6.52 max_force_ev_per_a=4.5
O -19.207 -32.526 24.178 -0.66
V -18.757 -31.967 25.590 1.10
O -19.526 -32.871 26.689 -0.68
C -22.725 -31.457 26.660 -1.29
C -22.506 -30.263 25.777 1.54
C -23.802 -29.311 25.805 -0.97
C -23.940 -28.443 26.976 -0.82
C -22.608 -27.720 27.143 -1.13
C -21.322 -28.497 27.356 1.69
N -21.294 -29.520 26.230 0.55
O -19.985 -29.973 25.815 0.44
C -21.391 -29.052 28.781 -1.32
C -20.210 -27.368 27.311 -0.18
C -22.310 -30.806 24.331 -1.07
H -21.815 -32.051 26.746 -0.15
H -23.588 -32.050 26.357 0.31
H -22.839 -31.094 27.681 0.23
H -24.730 -29.882 25.853 0.30
H -23.891 -28.857 24.818 0.40
H -24.283 -29.002 27.847 0.27
H -24.746 -27.711 26.939 0.54
H -22.672 -26.964 27.927 0.26
H -22.413 -27.190 26.211 0.14
H -20.499 -29.640 28.999 0.03
H -22.270 -29.660 28.997 0.34
H -21.508 -28.171 29.413 0.03
H -19.188 -27.741 27.377 -0.46
H -20.328 -26.643 28.115 -0.25
H -20.305 -26.886 26.338 0.14
H -23.217 -31.276 23.953 0.33
H -21.572 -31.606 24.279 0.03
H -21.867 -30.016 23.724 0.02
Br -23.397 -25.485 22.635 -0.18
C -21.533 -25.736 23.254 -0.67
C -21.110 -27.197 23.243 0.26
Br -19.177 -27.395 23.440 -0.14
H -21.446 -25.324 24.260 0.27
H -20.942 -25.106 22.589 0.47
H -21.190 -27.692 22.275 0.52
H -21.626 -27.870 23.927 -0.54
Br -28.866 -30.184 26.570 -0.16
C -27.744 -31.380 27.698 -0.44
C -27.322 -32.461 26.718 -0.70
Br -26.674 -34.162 27.819 -0.19
H -28.351 -31.805 28.498 0.44
H -26.955 -30.814 28.193 0.31
H -26.413 -32.334 26.129 0.28
H -28.128 -32.792 26.063 0.47
Br -22.839 -35.415 30.219 -0.15
C -22.337 -34.776 28.453 -0.13
C -22.471 -35.849 27.311 -0.65
Br -22.271 -35.042 25.428 -0.01
H -21.266 -34.599 28.548 0.26
H -22.827 -33.804 28.399 -0.03
H -23.477 -36.264 27.372 0.36
H -21.817 -36.719 27.364 0.40
Br -21.308 -25.699 30.552 -0.14
C -22.172 -23.822 30.581 -0.40
C -23.433 -23.872 29.658 -0.63
Br -24.728 -22.371 29.894 -0.17
H -21.438 -23.155 30.128 0.23
H -22.429 -23.402 31.553 0.43
H -24.032 -24.733 29.953 0.35
H -23.098 -23.906 28.621 0.32
Br -23.731 -32.578 21.455 -0.19
C -23.297 -34.485 21.870 -0.43
C -21.743 -34.638 21.917 -0.26
Br -21.240 -36.491 21.622 -0.16
H -23.660 -35.101 21.047 0.43
H -23.844 -34.697 22.788 0.28
H -21.248 -34.233 22.799 -0.15
H -21.297 -34.081 21.092 0.47
Br -18.954 -23.879 28.681 -0.13
C -17.778 -23.420 27.153 -0.52
C -17.123 -24.750 26.675 -0.35
Br -15.969 -24.495 25.049 -0.19
H -16.977 -22.715 27.374 0.41
H -18.469 -22.955 26.449 0.36
H -17.814 -25.564 26.454 0.02
H -16.540 -25.155 27.503 0.41
C -15.228 -29.116 25.116 -1.46
C -16.015 -30.316 25.622 0.09
C -16.810 -30.025 26.922 -0.28
O -17.674 -31.102 27.367 -0.09
C -18.015 -30.849 28.746 -1.09
N -17.006 -30.625 24.583 -0.35
H -14.386 -28.895 25.772 0.38
H -15.818 -28.219 24.931 0.37
H -14.855 -29.248 24.101 0.44
H -15.419 -31.224 25.717 0.36
H -17.271 -29.048 26.774 0.05
H -15.956 -29.853 27.576 0.48
H -18.389 -29.854 28.989 0.32
H -17.281 -30.920 29.548 0.44
H -18.840 -31.484 29.069 0.38
H -17.448 -29.720 24.504 -0.10
H -16.411 -30.733 23.774 0.31

For each record above, in turn, the calculated energy values are -3561.40053 -1890.09611 -1623.93097 -3888.39061 -33226.83709 Eh.